Record 1
{
  "formula": "C41H66FNO11",
  "method": "ωB97M-V/def2-TZVPD",
  "total_energy_ev": -70297.1176,
  "charge": 0,
  "orbital_gap_ev": 7.766,
  "smiles": "CC(=O)OCCCCCCCCc1cc2c(cc1[C@H](C)F)C(=O)N(C[C@H]1CO1)C2=O.CC(C)=O.CC(C)=O.CC(C)=O.CC(C)=O.CC(C)=O.CC(C)=O",
  "lumo_ev": -0.92,
  "symbols": ["F", "O", "O", "O", "O", "O", "O", "O", "O", "O", "O", "O", "N", "C", "C", "C", "C", "C", "C", "C", "C", "C", "C", "C", "C", "C", "C", "C", "C", "C", "C", "C", "C", "C", "C", "C", "C", "C", "C", "C", "C", "C", "C", "C", "C", "C", "C", "C", "C", "C", "C", "C", "C", "C", "H", "H", "H", "H", "H", "H", "H", "H", "H", "H", "H", "H", "H", "H", "H", "H", "H", "H", "H", "H", "H", "H", "H", "H", "H", "H", "H", "H", "H", "H", "H", "H", "H", "H", "H", "H", "H", "H", "H", "H", "H", "H", "H", "H", "H", "H", "H", "H", "H", "H", "H", "H", "H", "H", "H", "H", "H", "H", "H", "H", "H", "H", "H", "H", "H", "H"],
  "positions_angstrom": [[-6.331, 3.066, 1.600], [5.121, 2.381, -0.117], [-1.704, -3.614, -0.496], [2.640, -6.238, 5.438], [3.863, -2.393, 2.210], [9.537, 3.759, -2.101], [-5.719, -6.686, 0.849], [4.221, -5.848, -1.702], [-2.760, 5.462, -2.842], [-10.145, 1.936, 2.223], [2.738, -1.524, 0.155], [-6.380, -3.820, -1.488], [-4.150, -4.197, -0.182], [3.256, -2.598, 1.018], [-1.936, 2.537, -1.302], [6.114, 1.755, -0.482], [-0.510, 2.498, -2.110], [-3.271, 2.432, 1.105], [6.539, -5.787, -2.272], [-3.938, 0.988, 0.686], [0.130, 0.981, -2.116], [-7.015, 2.594, -0.902], [-2.886, -0.303, 0.527], [-2.961, -3.213, -0.224], [-6.677, 2.031, 0.600], [9.999, 6.067, -1.702], [6.053, 0.274, -0.742], [-2.914, 6.677, -2.951], [-8.686, 3.346, 3.481], [-5.348, -3.452, -0.725], [-4.286, 7.282, -3.085], [1.114, -4.418, 5.195], [-3.765, -5.507, -0.832], [-1.803, 2.643, 0.332], [1.479, 0.771, 0.161], [2.486, -5.023, 5.329], [-3.564, -1.718, 0.059], [3.661, -4.083, 5.324], [-9.775, 2.318, 3.332], [5.214, -6.473, -2.068], [-1.739, 7.617, -2.956], [-5.121, -6.642, -0.595], [-5.163, -1.898, -0.242], [-4.755, -7.963, 0.470], [-6.208, -0.655, -0.041], [-5.583, 0.823, 0.434], [-10.395, 1.777, 4.593], [2.552, -0.259, 0.881], [11.853, 4.340, -2.146], [7.439, 2.441, -0.687], [3.174, -4.202, 0.551], [5.153, -7.955, -2.327], [1.639, 0.879, -1.470], [10.386, 4.642, -1.993], [-3.739, -7.955, 1.051], [-0.813, 7.041, -2.851], [-9.632, 1.281, 5.199], [-7.847, 2.921, 4.037], [1.671, 1.837, 0.614], [-2.590, 1.639, -1.682], [6.310, 0.068, -1.784], [-8.332, 3.646, 2.488], [5.410, -8.160, -3.370], [0.409, 0.336, 0.380], [5.036, -0.086, -0.553], [6.433, -4.720, -2.048], [2.109, -0.464, 1.970], [-0.958, 1.985, 0.804], [7.286, -6.214, -1.599], [2.232, -0.004, -1.964], [7.333, 3.508, -0.462], [-1.734, -0.239, 0.718], [-4.366, 7.815, -4.036], [6.857, -5.896, -3.312], [-3.027, 2.363, 2.259], [3.585, -3.389, 6.165], [12.265, 4.911, -2.981], [4.175, -4.402, -0.030], [1.034, -3.885, 4.244], [-1.513, 3.778, 0.562], [3.562, 0.325, 0.979], [7.757, 2.333, -1.727], [-0.621, 0.230, -1.603], [-5.561, -8.817, 0.603], [8.186, 2.015, -0.013], [-5.859, -6.877, -1.582], [3.695, -3.535, 4.379], [-0.767, 2.748, -3.248], [-4.476, 7.961, -2.251], [10.444, 6.388, -0.757], [8.909, 6.137, -1.617], [-6.098, 2.403, -1.642], [0.219, 0.626, -3.247], [2.210, -4.385, -0.118], [-7.680, 1.517, 0.994], [-5.038, 6.485, -3.066], [-7.349, -0.803, -0.259], [-10.860, 2.589, 5.157], [6.739, -0.250, -0.071], [-3.676, -5.362, -1.992], [-3.912, 3.371, 0.812], [0.924, -3.739, 6.029], [0.259, 3.333, -1.778], [10.328, 6.716, -2.518], [-7.395, 3.703, -0.943], [-9.075, 4.229, 3.995], [0.362, -5.215, 5.214], [3.098, -4.869, 1.528], [4.136, -8.314, -2.139], [-2.499, 3.522, -1.672], [-2.849, -6.051, -0.337], [-1.815, 8.311, -2.115], [-11.166, 1.044, 4.333], [2.209, 1.878, -1.765], [4.587, -4.659, 5.429], [-1.705, 8.165, -3.901], [12.381, 4.583, -1.220], [5.839, -8.478, -1.656], [11.984, 3.272, -2.353], [-7.891, 1.911, -1.335]]
}

***

Record 2
{
  "formula": "C41H67N2O4SeSi2TeW",
  "method": "ωB97M-V/def2-TZVPD",
  "total_energy_ev": -144989.1009,
  "relative_energy_kcal_mol": 127.9,
  "charge": 1,
  "orbital_gap_ev": [4.719, 4.808],
  "lumo_ev": [-5.42, -5.43],
  "symbols": ["W", "Te", "Se", "Si", "Si", "O", "O", "O", "O", "N", "N", "C", "C", "C", "C", "C", "C", "C", "C", "C", "C", "C", "C", "C", "C", "C", "C", "C", "C", "C", "C", "C", "C", "C", "C", "C", "C", "C", "C", "C", "C", "C", "C", "C", "C", "C", "C", "C", "C", "C", "C", "C", "H", "H", "H", "H", "H", "H", "H", "H", "H", "H", "H", "H", "H", "H", "H", "H", "H", "H", "H", "H", "H", "H", "H", "H", "H", "H", "H", "H", "H", "H", "H", "H", "H", "H", "H", "H", "H", "H", "H", "H", "H", "H", "H", "H", "H", "H", "H", "H", "H", "H", "H", "H", "H", "H", "H", "H", "H", "H", "H", "H", "H", "H", "H", "H", "H", "H", "H"],
  "positions_angstrom": [[0.088, -0.326, -1.088], [-2.014, 1.211, -1.953], [-0.876, -1.369, -3.000], [-3.490, 3.906, -1.459], [-4.928, -0.060, -3.447], [2.570, -1.542, 1.784], [-0.127, 1.551, 0.056], [-1.431, -0.601, -0.060], [0.849, 0.967, -2.172], [0.584, 1.917, 2.192], [1.173, 0.016, 0.926], [-0.730, -3.281, 2.337], [3.331, 3.557, -0.113], [2.060, 0.330, 3.144], [4.449, -0.537, -0.731], [-0.931, -1.726, 0.576], [6.924, -0.597, -1.003], [4.281, 3.426, -2.439], [-3.837, 0.036, -4.997], [5.743, -1.078, -0.148], [3.155, 1.449, -1.399], [-5.725, -1.785, -3.333], [-1.832, 4.647, -0.867], [1.706, -4.365, 3.715], [-2.280, -0.024, 2.697], [1.091, -4.999, 2.458], [-3.803, 0.020, -1.867], [-3.011, 2.859, -2.987], [0.359, -3.888, 1.722], [3.140, 2.970, -1.523], [4.307, 0.831, -0.917], [5.772, -2.606, -0.096], [-4.278, 2.923, -0.019], [-6.298, 1.254, -3.156], [-3.815, -1.671, 1.570], [3.355, -1.351, -1.027], [2.090, 0.592, -1.716], [0.547, 1.167, 1.061], [-2.910, -2.129, 3.841], [1.371, 1.479, 3.224], [0.791, -3.388, 0.491], [-1.406, -2.192, 1.808], [2.179, -0.808, -1.510], [-0.159, 3.160, 2.254], [5.883, -0.547, 1.285], [1.984, -0.495, 1.948], [0.152, -2.314, -0.099], [2.211, -5.635, 1.634], [-4.713, 5.274, -1.955], [0.094, -6.099, 2.855], [1.836, 3.533, -2.089], [-2.592, -1.514, 2.481], [-3.749, -1.599, 4.284], [-5.005, -2.556, -3.590], [0.611, -6.917, 3.352], [2.338, -3.524, 3.435], [-1.454, 5.386, -1.565], [-4.508, 3.577, 0.814], [-6.843, 1.028, -2.242], [1.643, 3.152, -3.091], [5.651, -3.037, -1.085], [0.382, 3.949, 1.723], [-6.556, -1.869, -4.024], [5.916, 0.539, 1.308], [-5.203, 2.442, -0.319], [-3.435, -0.997, -1.683], [-2.060, -2.045, 4.514], [-7.020, 1.222, -3.964], [-4.954, 5.883, -1.092], [-2.073, 0.488, 1.754], [7.024, 0.484, -0.974], [0.933, -4.003, 4.387], [-1.137, 3.030, 1.785], [-0.662, -5.720, 3.538], [4.163, 2.999, -3.432], [5.041, -0.880, 1.886], [2.308, -5.098, 4.248], [-1.418, 0.093, 3.354], [-4.680, -1.164, 1.990], [-4.300, 5.930, -2.712], [2.694, -0.018, 3.941], [6.734, -2.928, 0.297], [-2.275, 3.388, -3.588], [3.001, -4.917, 1.421], [-3.276, 0.962, -5.081], [-3.137, 0.460, 3.158], [-1.094, 3.849, -0.798], [-0.399, -6.489, 1.970], [1.828, -6.041, 0.702], [-3.188, -3.174, 3.733], [5.139, 1.471, -0.669], [-5.936, 2.274, -3.076], [-0.286, 3.447, 3.296], [4.267, 4.510, -2.527], [-3.821, 2.538, -3.625], [-1.054, -3.666, 3.288], [-4.058, -2.725, 1.455], [6.799, -0.923, 1.731], [-3.619, -1.257, 0.587], [7.848, -1.028, -0.629], [-4.422, -0.089, -5.902], [-3.107, -0.774, -4.954], [1.907, 4.618, -2.145], [2.568, 3.172, 0.567], [5.254, 3.132, -2.056], [3.243, 4.642, -0.148], [-6.106, -2.003, -2.340], [1.644, -3.833, 0.003], [6.792, -0.905, -2.037], [1.401, 2.124, 4.090], [-3.597, 2.149, 0.333], [-4.389, 0.340, -1.003], [-5.643, 4.878, -2.344], [4.994, -2.981, 0.566], [0.988, 3.286, -1.448], [3.417, -2.415, -0.863], [4.305, 3.313, 0.302], [2.650, -6.454, 2.202], [-1.910, 5.127, 0.104]]
}

***

Record 3
{
  "formula": "C41H69Br2F17N2O7",
  "method": "ωB97M-V/def2-TZVPD",
  "total_energy_ev": -247225.9147,
  "charge": 0,
  "orbital_gap_ev": 9.842,
  "smiles": "C[C@@H](Br)C[C@@](C#N)([C@@H](C#N)CC(=O)Br)C(F)(F)C(F)(F)C(F)(F)C(F)(F)C(F)(F)C(F)(F)C(F)(F)C(F)(F)F.CCOCC.CCOCC.CCOCC.CCOCC.CCOCC.CCOCC",
  "lumo_ev": 0.23,
  "symbols": ["Br", "Br", "F", "F", "F", "F", "F", "F", "F", "F", "F", "F", "F", "F", "F", "F", "F", "F", "F", "O", "O", "O", "O", "O", "O", "O", "N", "N", "C", "C", "C", "C", "C", "C", "C", "C", "C", "C", "C", "C", "C", "C", "C", "C", "C", "C", "C", "C", "C", "C", "C", "C", "C", "C", "C", "C", "C", "C", "C", "C", "C", "C", "C", "C", "C", "C", "C", "C", "C", "H", "H", "H", "H", "H", "H", "H", "H", "H", "H", "H", "H", "H", "H", "H", "H", "H", "H", "H", "H", "H", "H", "H", "H", "H", "H", "H", "H", "H", "H", "H", "H", "H", "H", "H", "H", "H", "H", "H", "H", "H", "H", "H", "H", "H", "H", "H", "H", "H", "H", "H", "H", "H", "H", "H", "H", "H", "H", "H", "H", "H", "H", "H", "H", "H", "H", "H", "H", "H"],
  "positions_angstrom": [[-2.650, -7.535, -4.984], [-4.590, -3.401, -1.810], [0.120, 2.800, 0.156], [0.136, -5.374, 0.822], [-2.669, 3.418, -0.312], [1.278, -3.842, -0.176], [-1.042, 0.164, -1.999], [1.845, -1.843, 1.650], [0.773, 1.239, -2.189], [1.094, -1.119, -1.079], [1.762, 0.536, 0.076], [-1.453, -3.156, 2.028], [0.119, 0.486, 1.827], [-2.999, 1.315, -0.496], [-2.118, 2.136, 1.277], [-1.424, -0.595, 0.860], [0.415, -3.892, 2.608], [0.319, -1.515, 3.047], [-0.781, 3.041, -1.753], [1.522, -3.426, 10.745], [3.982, 6.047, -4.260], [6.873, 0.273, -0.656], [-4.954, 0.310, -4.723], [-2.038, 2.897, -5.489], [-0.507, -5.824, -4.758], [-2.580, -0.749, 7.562], [1.407, -6.596, -1.738], [-2.903, -5.766, 0.344], [2.661, -4.976, 12.280], [2.955, 5.234, -2.178], [-0.618, -4.974, -2.076], [-0.465, -0.262, 8.721], [-4.267, 1.527, -4.989], [-2.112, -5.130, -0.138], [-1.245, 3.138, -7.806], [-0.088, -0.562, 0.980], [-1.916, 3.771, -6.600], [3.181, 7.211, -4.387], [-2.801, -2.624, -2.163], [-1.400, -6.241, -4.162], [0.524, -5.947, -1.959], [0.516, -1.805, 1.731], [-1.651, -0.506, 5.298], [-1.760, -2.853, -1.047], [7.134, 2.656, -0.100], [-4.540, 2.619, -3.970], [-2.139, 2.217, -0.048], [0.645, -0.095, -0.318], [5.464, 0.231, -0.518], [-6.982, 0.848, -6.007], [0.125, 3.459, -4.452], [-0.826, 2.387, -4.956], [3.763, 8.432, -3.698], [-0.187, -3.204, 1.580], [-6.372, 0.380, -4.698], [4.219, 5.592, -2.939], [1.552, -3.962, 12.058], [-1.414, -1.301, 8.152], [-2.371, -2.745, -3.645], [-1.767, -5.839, -2.707], [0.019, -5.123, 9.792], [1.327, -4.358, 9.693], [0.058, -4.105, 0.322], [-0.715, 2.198, -0.699], [-2.370, 0.134, 6.473], [-1.058, -4.212, -0.782], [4.713, 0.550, -1.799], [7.425, 1.516, -1.060], [-0.152, 0.857, -1.268], [-1.788, 2.244, -8.119], [-1.845, 1.035, 6.811], [-2.202, -1.379, 4.942], [-6.707, 1.002, -3.862], [1.014, 3.003, -4.015], [-0.218, 2.838, -7.591], [-2.933, 4.061, -6.870], [-2.324, -2.607, -0.125], [3.104, 7.409, -5.457], [7.500, 2.417, 0.900], [-0.360, 4.075, -3.697], [-6.672, 1.863, -6.262], [7.619, 3.572, -0.442], [-0.097, -5.790, 8.936], [-4.489, 1.873, -6.004], [5.220, -0.787, -0.209], [-5.592, 2.908, -3.952], [-2.661, -3.678, -4.155], [3.633, -4.532, 12.059], [-1.111, 1.745, -4.119], [2.182, -5.040, 9.628], [2.387, 4.474, -2.717], [-0.079, 0.404, 7.948], [1.327, -3.780, 8.767], [-1.220, 3.843, -8.638], [1.706, -3.114, 12.727], [-6.724, -0.632, -4.487], [-4.277, 2.279, -2.965], [4.817, 6.325, -2.386], [3.126, 9.302, -3.868], [-0.976, 0.358, 9.461], [0.451, 4.124, -5.254], [3.638, 0.458, -1.641], [5.142, 0.886, 0.300], [5.010, -0.133, -2.597], [-1.402, 4.692, -6.302], [-0.265, -4.204, -2.789], [8.504, 1.364, -1.115], [2.301, 6.098, -2.045], [0.575, -4.385, 12.317], [-6.674, 0.196, -6.827], [-0.903, -1.956, 7.438], [-3.951, 3.507, -4.205], [-0.648, -0.839, 5.565], [-2.844, -1.925, -4.223], [-1.558, 0.208, 4.476], [2.547, -5.852, 11.640], [0.387, -0.749, 9.199], [-1.842, -6.798, -2.160], [4.762, 8.648, -4.083], [-0.333, 1.737, -5.687], [-8.072, 0.839, -5.943], [3.203, 4.849, -1.187], [-1.758, -1.944, 8.965], [-1.280, -2.610, -3.806], [2.162, 7.010, -4.036], [4.841, 4.699, -3.033], [6.064, 2.857, -0.017], [-0.826, -4.432, 9.815], [7.096, 1.763, -2.076], [-2.732, -5.314, -2.774], [-0.986, -2.071, -1.141], [-3.044, -1.547, -2.062], [-0.030, -5.731, 10.697], [-3.361, 0.458, 6.151], [2.659, -5.317, 13.317], [-3.203, 1.287, -4.972], [3.852, 8.290, -2.620], [4.913, 1.566, -2.146]]
}